[1]
{
  "formula": "C21H31F18NO5S",
  "method": "ωB97M-V/def2-TZVPD",
  "elements": ["H", "H", "C", "F", "H", "C", "F", "F", "O", "H", "H", "C", "S", "C", "H", "C", "C", "C", "H", "O", "C", "F", "F", "F", "F", "F", "C", "C", "C", "H", "C", "H", "C", "F", "N", "H", "H", "H", "F", "H", "H", "C", "F", "H", "H", "F", "O", "H", "H", "F", "H", "C", "O", "H", "H", "F", "H", "F", "F", "H", "C", "H", "H", "C", "F", "C", "H", "O", "H", "F", "H", "H", "C", "C", "H", "H", "C"],
  "positions_angstrom": [[0.358503, 0.488875, 5.366040], [-1.695222, -3.130531, 4.613131], [3.177290, -2.038775, -4.711077], [2.889432, 2.545768, -6.954826], [-0.362538, -0.262395, 0.323966], [3.059772, 1.568911, -6.042368], [3.421582, 1.315961, -3.693981], [5.218527, -2.470724, -5.734107], [4.250893, 0.913879, -6.390632], [-1.155300, 3.305153, -1.893931], [1.361950, -0.000223, 3.422381], [0.890175, 1.014068, 3.314322], [0.646758, 3.928788, 4.371119], [-3.948304, -3.138130, 2.017299], [-2.212636, 1.419055, -5.882167], [-2.923074, 0.911523, -5.179587], [-1.333092, 2.219903, -2.094796], [0.370851, 0.461781, 0.768601], [5.162931, -0.677985, -7.173335], [-2.300901, 0.794409, -3.900192], [4.439626, -1.425603, -5.332518], [1.928532, 2.752541, -4.330827], [3.517140, -2.798574, -3.640348], [-4.252280, -2.170762, 1.117935], [-2.729979, -6.119807, 2.914696], [2.017304, 0.739068, -6.193448], [3.125643, 2.211396, -4.651669], [0.144992, 1.341668, 4.668904], [-1.410056, -5.889030, 2.860599], [-3.168019, -0.095916, -5.601180], [-0.203216, 0.857207, 2.192231], [-2.380506, 2.869807, -3.933983], [-0.099617, 1.343426, -1.652691], [-1.225711, -7.121276, 0.845263], [0.619384, 2.562334, 5.368246], [2.663395, -2.682493, -5.430281], [-0.353105, 2.504395, 0.235918], [1.719828, 1.711221, 3.054018], [-0.835986, -6.852504, 3.606921], [-4.792308, -3.234006, 2.706014], [-3.839072, 1.555822, -5.117854], [-0.220695, 2.834403, 6.572205], [2.303949, -1.126194, -4.262759], [3.441640, -0.841903, -7.207099], [-0.736459, 2.129869, -4.222374], [2.118930, 4.026819, 3.631957], [-0.367057, 3.928189, 3.298671], [1.410744, 2.123599, -0.188434], [0.261911, 3.652899, 7.153264], [-1.660980, -2.490268, 1.913930], [0.781753, 1.557810, -2.308468], [0.357530, 1.745779, -0.179783], [-1.107420, -4.673507, 3.495186], [3.885329, 2.995165, -4.622173], [0.254129, -5.938439, 1.463369], [-1.264105, -4.960722, 0.663197], [-2.977863, -4.261103, 4.352629], [-3.840148, -4.278404, 1.321715], [-0.275304, 1.734039, 7.421020], [-0.330967, 0.256319, -1.749034], [-1.694112, 3.290953, 6.249162], [-2.224925, 1.906696, -1.491617], [1.366913, -0.036117, 0.821399], [-2.668377, -2.757716, 2.773440], [5.157638, -0.759451, -4.402324], [-0.837107, -5.970892, 1.440039], [-0.899917, 1.736008, 2.154336], [0.529408, 5.178183, 5.174865], [-1.985537, 3.079077, 5.185038], [-2.929929, -1.588576, 3.428267], [-0.953128, 1.308894, 4.475753], [-2.455557, 2.778089, 6.881155], [-2.156760, -3.752994, 3.844746], [-1.680079, 2.058771, -3.612520], [-0.853241, -0.002700, 2.521090], [-1.780486, 4.402949, 6.351477], [4.266695, -0.513747, -6.573134]],
  "atomic_forces_ev_per_a": [[-0.200, 0.989, -0.406], [0.071, 0.047, -0.193], [-0.229, -0.679, 0.191], [0.060, 0.334, 0.247], [0.774, 0.453, 0.415], [0.734, -0.991, -1.168], [0.037, -0.331, -0.138], [-0.325, -0.173, -0.143], [-0.663, -0.265, 0.972], [0.029, -0.832, -0.148], [-0.252, 0.985, -0.054], [-0.759, -0.581, -0.152], [-2.670, 4.869, -0.649], [-0.668, 0.426, -0.178], [-0.523, -0.431, 0.304], [0.174, 0.049, -0.429], [0.005, -0.843, -0.506], [-1.521, 1.115, 0.116], [0.048, 0.044, 0.217], [-0.091, 0.632, -0.359], [0.389, 0.893, 0.053], [-0.124, 0.033, -0.324], [0.304, -0.011, -0.143], [0.184, 0.203, 0.193], [-0.160, -0.091, -0.439], [-0.273, -0.004, 0.424], [0.170, 0.389, 0.494], [0.780, -1.596, -0.528], [-0.287, 0.903, 1.362], [0.152, 0.823, 0.624], [0.313, -1.079, 0.125], [0.506, -0.403, 0.274], [0.425, 1.215, 0.225], [-0.089, -0.134, 0.297], [-0.233, 0.192, -0.909], [0.117, 0.024, -0.129], [0.792, -0.558, -0.308], [-0.772, -0.298, 0.201], [0.297, -0.114, -0.261], [0.094, 0.041, 0.152], [0.563, -0.587, -0.041], [-1.267, 1.986, 1.095], [0.029, 0.508, -0.120], [-0.176, 0.005, 0.275], [-0.741, 0.104, 0.431], [-1.993, -0.959, 1.428], [2.671, -1.378, 1.661], [-1.028, 0.188, -0.102], [-0.119, -0.721, -0.557], [-0.156, -0.072, -0.170], [-0.892, -0.239, 0.172], [0.265, -1.597, -0.160], [-0.599, -0.061, -1.028], [0.003, 0.005, -0.247], [-0.002, -0.042, 0.228], [-0.217, 0.214, 0.197], [-0.108, -0.070, -0.300], [0.396, -0.336, 0.070], [0.548, 0.154, -1.060], [0.096, 0.844, 0.168], [-0.207, 0.013, -0.721], [0.638, 0.328, -0.466], [-0.695, 0.439, 0.017], [0.917, -0.421, -0.086], [-0.200, -0.016, 0.157], [0.413, -0.064, -0.506], [0.918, -0.611, -0.108], [1.356, -3.616, -1.051], [0.390, 0.083, 0.930], [-0.343, -0.174, 0.075], [0.719, 0.519, 0.238], [0.823, 0.414, -0.216], [0.272, -0.238, 0.591], [0.313, 0.184, 0.509], [0.584, 0.752, -0.135], [0.130, -1.049, 0.116], [0.082, 0.266, -0.606]],
  "lowdin_charge": [0.13, 0.15, -0.31, 0.15, 0.10, -0.52, 0.10, 0.10, 0.03, 0.12, 0.12, -0.17, 0.76, -0.31, 0.09, -0.13, -0.17, -0.18, 0.15, -0.21, -0.44, 0.09, 0.09, 0.10, 0.15, 0.15, -0.28, -0.20, -0.52, 0.09, -0.21, 0.12, -0.19, 0.10, -0.16, 0.17, 0.10, 0.10, 0.15, 0.17, 0.09, -0.37, 0.10, 0.14, 0.12, -0.18, -0.27, 0.11, 0.15, 0.12, 0.09, -0.18, 0.03, 0.18, 0.18, 0.10, 0.14, 0.10, 0.00, 0.11, -0.03, 0.12, 0.11, -0.43, 0.13, -0.29, 0.10, -0.29, 0.07, 0.10, 0.12, 0.09, -0.03, -0.24, 0.09, 0.09, -0.03],
  "energy_ha": -3445.41547,
  "mol_weight_da": 751.5,
  "homo_ev": -9.6,
  "lumo_energy_ev": 0.4,
  "smiles": "COCCCCCCCCN([C@@H](C)F)S(=O)(=O)F.FC(F)C(F)(F)COC(F)(F)C(F)F.FC(F)C(F)(F)COC(F)(F)C(F)F"
}


[2]
{
  "formula": "C5H9NO2",
  "method": "ωB97M-V/def2-TZVPD",
  "elements": ["H", "H", "H", "H", "C", "N", "O", "C", "H", "H", "H", "H", "O", "C", "C", "H", "C"],
  "positions_angstrom": [[-2.639190, 0.523175, 0.423149], [-0.059870, 0.613521, -1.740551], [1.779904, -0.139437, 1.296258], [0.500072, 1.914090, -0.741319], [2.265991, -0.344061, 0.348008], [-1.889617, 1.118261, 0.094504], [-1.625229, -1.604674, -0.146612], [-0.725921, -1.023331, 0.688537], [2.124517, 0.162052, -1.780551], [3.251881, -0.755240, 0.527348], [-1.747216, -2.519057, 0.051749], [-2.047578, 1.416249, -0.857542], [-0.313572, -1.612296, 1.646600], [0.369660, 0.828912, -0.757948], [1.736163, 0.121182, -0.770380], [-0.386193, 0.849895, 1.360418], [-0.593801, 0.450759, 0.358333]],
  "atomic_forces_ev_per_a": [[-0.199, 0.295, -0.298], [-0.465, -0.097, 0.203], [-0.339, -0.239, -0.158], [0.078, 0.005, 0.093], [0.650, 0.532, 0.543], [0.082, -0.409, 0.362], [0.236, 1.207, -0.969], [-1.484, -0.745, -0.403], [0.700, -0.561, 0.223], [0.038, -0.220, -0.723], [0.063, -1.157, 0.575], [0.073, -0.466, -0.084], [0.571, 0.270, 0.042], [0.946, -0.602, -0.014], [-1.240, 0.981, 0.306], [1.089, 0.071, -0.389], [-0.800, 1.135, 0.691]],
  "lowdin_charge": [0.07, 0.11, 0.06, 0.12, 0.01, 0.05, 0.10, -0.49, 0.09, 0.06, 0.11, 0.07, 0.11, -0.16, -0.15, 0.15, -0.32],
  "energy_ha": -401.12516,
  "de_lowest_kcal_mol": 32.4,
  "mol_weight_da": 115.1,
  "homo_ev": -9.4,
  "lumo_energy_ev": 0.8,
  "smiles": "C=CC[C@@H](N)C(=O)O"
}


[3]
{
  "formula": "C7H9N",
  "method": "ωB97M-V/def2-TZVPD",
  "elements": ["H", "N", "C", "C", "C", "H", "C", "C", "H", "H", "H", "C", "H", "C", "H", "H", "H"],
  "positions_angstrom": [[-2.698149, -0.281832, -1.448694], [0.123139, -0.866144, 0.508525], [-0.869291, 1.099784, -0.225233], [1.361460, -1.111087, 0.129660], [-1.068857, -1.129247, -0.036849], [1.056965, 2.188388, -0.101994], [-0.079236, 0.570839, 0.971648], [-1.917746, -0.080456, -0.390488], [-2.780073, 0.258071, 0.453359], [-1.084043, -2.042429, -0.641950], [-0.090111, 0.945805, 1.924873], [0.718146, 1.169850, -0.184708], [1.382044, -2.022645, -0.384650], [1.824896, 0.176759, -0.502200], [-1.170791, 2.228145, -0.194597], [2.833206, 0.480693, -0.157707], [1.872744, 0.130163, -1.579291]],
  "atomic_forces_ev_per_a": [[2.987, 0.606, 3.013], [-3.814, 2.932, -0.094], [-0.215, 1.955, 0.735], [1.007, -0.212, 0.647], [1.603, -5.855, -0.004], [-0.204, 0.310, -0.034], [1.214, 0.931, -4.455], [-4.694, 4.072, -0.574], [1.922, -0.862, -2.074], [-0.074, 0.158, 0.390], [-0.086, 0.039, 2.403], [-0.209, -0.359, 1.276], [0.589, -1.223, -0.797], [0.394, 0.182, 0.097], [-0.043, -2.418, 0.180], [-0.602, 0.381, -0.104], [0.224, -0.638, -0.605]],
  "lowdin_charge": [0.19, -0.04, -0.13, -0.14, -0.19, 0.12, -0.13, -0.19, 0.15, 0.12, 0.12, -0.15, 0.08, -0.15, 0.15, 0.11, 0.10],
  "energy_ha": -326.61486,
  "de_lowest_kcal_mol": 173.3,
  "mol_weight_da": 107.2,
  "homo_ev": -6.3,
  "lumo_energy_ev": 0.4
}